1.
57
Properties=species:S:1:pos:R:3:forces:R:3 method="wB97M-V/def2-TZVPD" fmax_ev_per_a=6.484 total_energy_ev=-84520.695 spin_multiplicity=3 homo_ev="-7.69 / -7.70"
C -0.535 -1.821 3.760 0.67 0.66 0.53
C -0.051 -0.859 2.813 0.64 0.61 1.51
C -0.665 0.407 3.133 1.32 -0.09 1.31
H 0.730 -1.011 2.064 -0.54 -0.01 0.16
C -1.532 0.209 4.262 1.29 0.09 0.40
C -1.475 -1.176 4.632 1.25 0.43 0.44
H -1.964 -1.627 5.500 0.11 0.14 -0.48
H -0.164 -2.840 3.863 -0.40 0.21 -0.25
H -0.443 1.357 2.651 -0.26 -0.31 -0.01
H -2.097 0.994 4.769 0.07 -0.33 -0.30
Tm -2.364 -0.991 2.430 -4.24 -1.78 -4.57
Cl -3.293 0.809 0.964 -0.03 -0.12 0.32
P 0.836 1.107 -0.788 -0.85 -0.83 0.81
C 0.733 2.836 -0.299 0.20 0.69 -0.03
C 1.843 3.694 -0.322 -0.58 0.08 0.26
H 2.780 3.359 -0.765 -0.16 0.07 0.18
C 1.732 4.965 0.245 -0.05 0.01 0.00
H 2.607 5.614 0.263 -0.24 -0.06 0.00
C 0.520 5.394 0.789 -0.01 -0.09 -0.07
H 0.442 6.388 1.231 0.05 -0.27 -0.12
C -0.604 4.558 0.761 0.17 0.09 -0.10
H -1.557 4.903 1.166 0.28 -0.08 -0.10
C -0.503 3.280 0.224 0.51 -0.09 -0.10
H -1.363 2.604 0.216 0.26 0.21 0.06
C 2.567 0.611 -0.810 0.61 -0.06 -0.01
C 3.296 0.751 0.395 0.00 -0.33 -0.57
H 2.912 1.387 1.197 0.06 -0.24 -0.21
C 4.487 0.051 0.562 0.01 -0.01 -0.23
H 5.038 0.136 1.502 -0.13 -0.04 -0.31
C 4.967 -0.769 -0.468 -0.12 0.06 -0.15
H 5.887 -1.336 -0.325 -0.21 0.16 -0.05
C 4.275 -0.863 -1.683 0.20 0.04 0.36
H 4.663 -1.484 -2.491 -0.05 0.15 0.23
C 3.078 -0.176 -1.861 -0.08 0.32 0.53
H 2.523 -0.257 -2.798 0.15 -0.01 0.30
C 0.202 0.996 -2.468 -0.17 -0.12 -0.56
C 0.367 2.009 -3.427 -0.40 -0.63 -0.04
H 0.987 2.876 -3.202 -0.22 -0.15 -0.06
C -0.286 1.885 -4.656 0.10 0.02 0.13
H -0.180 2.680 -5.392 -0.06 -0.20 0.08
C -1.070 0.763 -4.934 0.07 -0.09 0.22
H -1.585 0.683 -5.893 0.16 0.03 0.26
C -1.201 -0.263 -3.989 0.09 0.10 -0.12
H -1.802 -1.146 -4.212 0.14 0.27 0.02
C -0.572 -0.152 -2.752 0.29 0.64 -0.17
H -0.671 -0.929 -1.989 -0.07 0.28 -0.26
F -3.422 -6.841 -0.113 0.20 0.72 0.20
C -3.112 -5.553 0.258 -0.17 -0.25 -0.02
C -4.133 -4.757 0.765 -0.06 0.52 -0.04
C -3.803 -3.430 1.125 -0.10 -1.71 -0.31
C -2.486 -3.029 1.059 0.58 3.19 1.43
C -1.486 -3.804 0.530 -0.20 -2.01 -0.58
C -1.800 -5.115 0.100 0.20 0.50 0.00
H -5.149 -5.141 0.860 0.28 -0.03 -0.13
H -4.581 -2.732 1.450 -0.09 -0.27 0.04
H -0.466 -3.425 0.448 -0.16 -0.23 0.02
H -1.057 -5.779 -0.350 -0.28 0.15 0.18


2.
67
Properties=species:S:1:pos:R:3:forces:R:3 method="wB97M-V/def2-TZVPD" fmax_ev_per_a=1.365 e_above_lowest_kcal_mol=0.0 total_charge=+2 total_energy_ev=-92133.509 spin_multiplicity=2 homo_ev="-12.81 / -12.75"
Re 0.629 0.638 -0.064 -0.56 0.95 -0.49
C -1.959 2.264 0.689 0.00 0.00 -0.26
C -2.438 2.119 -0.744 -0.14 -0.08 0.09
C -1.427 2.291 -1.590 0.04 0.15 -0.02
C -0.166 2.552 -0.851 0.39 -0.32 -0.36
C -0.449 2.424 0.548 0.35 -0.32 -0.18
H -2.376 3.166 1.140 -0.04 0.00 0.06
H -3.470 1.901 -0.992 0.09 -0.01 0.02
H -1.497 2.268 -2.671 -0.01 0.02 0.06
H 0.556 3.259 -1.238 0.10 -0.05 -0.01
H 0.062 3.056 1.264 0.07 -0.05 0.06
N 4.607 1.901 -0.749 0.17 0.07 0.04
C 4.561 2.445 0.533 -0.06 -0.03 -0.04
C 5.511 3.112 1.297 0.11 0.00 -0.09
C 5.110 3.525 2.550 -0.04 -0.01 -0.01
C 3.810 3.282 3.025 0.02 0.03 0.04
C 2.875 2.617 2.261 -0.07 -0.08 0.03
C 3.269 2.195 0.995 0.04 0.04 -0.05
N 2.571 1.518 -0.003 -0.53 0.06 0.69
C 3.402 1.369 -1.006 0.23 0.08 -0.14
C 2.931 0.697 -2.189 0.01 -0.09 -0.30
C 3.568 0.374 -3.341 0.09 -0.01 -0.14
S 2.494 -0.437 -4.385 -0.16 -0.01 0.06
C 1.253 -0.310 -3.229 -0.11 -0.04 -0.18
N 1.606 0.302 -2.134 -0.24 0.37 1.29
H 5.397 1.917 -1.372 -0.01 0.00 -0.01
H 6.511 3.299 0.927 -0.06 0.00 0.05
H 5.813 4.051 3.183 -0.01 0.00 -0.01
H 3.538 3.634 4.011 0.02 -0.02 -0.01
H 1.875 2.420 2.627 0.02 0.02 0.01
H 4.591 0.563 -3.630 -0.08 -0.01 0.05
H 0.266 -0.718 -3.391 0.11 0.02 0.06
Cl 3.304 -4.428 -0.083 0.02 -0.01 0.00
C 2.531 -3.224 0.863 0.07 -0.02 0.03
C 2.147 -3.469 2.170 -0.08 -0.05 0.08
C 1.524 -2.454 2.877 0.04 -0.05 0.06
C 1.278 -1.253 2.250 0.11 0.25 -0.06
N 1.638 -1.020 0.977 0.03 -0.52 -0.49
C 2.274 -1.990 0.301 -0.02 0.20 0.08
H 2.319 -4.439 2.619 0.05 0.03 -0.01
H 1.224 -2.596 3.905 0.00 0.00 -0.02
H 0.795 -0.435 2.776 -0.05 -0.03 -0.04
H 2.571 -1.781 -0.716 -0.09 -0.01 -0.04
N -6.390 -2.769 -2.950 0.11 0.05 0.09
C -5.191 -2.589 -2.347 -0.07 0.00 0.02
C -4.153 -1.898 -3.007 -0.02 0.02 -0.10
C -2.936 -1.725 -2.398 -0.05 -0.02 0.14
C -2.719 -2.240 -1.115 0.09 0.09 -0.03
C -3.735 -2.928 -0.446 0.08 -0.04 -0.08
C -4.961 -3.082 -1.048 -0.06 -0.03 0.00
S -1.178 -1.996 -0.377 -0.36 0.14 0.12
O -0.155 -1.916 -1.383 0.00 -0.12 -0.05
O -1.011 -2.886 0.738 -0.07 0.05 0.12
N -1.200 -0.395 0.229 0.39 -0.53 0.27
C -2.041 -0.114 1.253 0.15 -0.17 -0.05
S -2.764 -1.206 2.377 0.06 -0.06 -0.10
C -3.535 0.102 3.201 0.04 -0.16 0.03
C -3.213 1.274 2.647 0.01 0.17 0.01
N -2.376 1.146 1.548 -0.11 0.11 -0.06
H -6.521 -2.523 -3.914 -0.02 0.02 -0.02
H -7.102 -3.328 -2.516 -0.01 -0.02 -0.01
H -4.324 -1.516 -4.007 0.03 -0.02 0.04
H -2.132 -1.209 -2.907 -0.07 0.01 -0.03
H -3.540 -3.378 0.517 -0.03 0.05 0.00
H -5.755 -3.606 -0.529 0.06 -0.04 -0.05
H -4.169 -0.080 4.055 0.02 0.03 -0.06
H -3.528 2.255 2.967 0.02 -0.01 -0.09


3.
64
Properties=species:S:1:pos:R:3:forces:R:3 method="wB97M-V/def2-TZVPD" fmax_ev_per_a=0.555 e_above_lowest_kcal_mol=3.4 total_charge=-1 total_energy_ev=-76776.698 homo_ev=-4.21
Pt 0.096 -0.573 -2.354 -0.10 0.02 -0.36
O 3.611 3.479 -2.180 -0.05 0.03 0.01
C 4.408 2.403 -2.267 0.00 -0.06 -0.03
C 5.786 2.622 -2.278 0.05 0.02 0.00
C 6.666 1.563 -2.375 -0.04 -0.04 0.00
C 6.190 0.257 -2.459 0.01 0.00 -0.01
C 4.827 0.035 -2.443 0.03 -0.02 0.00
C 3.917 1.087 -2.353 0.02 0.05 0.02
C 2.470 0.781 -2.332 0.08 -0.05 0.04
O 2.111 -0.454 -2.437 -0.07 -0.04 -0.05
N 1.635 1.784 -2.212 -0.14 0.06 -0.01
N 0.318 1.345 -2.184 0.50 -0.21 -0.12
C -0.611 2.182 -1.947 -0.27 0.42 0.09
C -2.014 1.855 -1.863 -0.07 -0.07 0.00
C -2.878 2.922 -1.556 0.03 0.07 0.01
C -4.235 2.765 -1.436 -0.07 0.02 0.01
C -4.780 1.489 -1.634 0.05 0.05 0.01
C -3.972 0.426 -1.941 -0.02 -0.03 -0.01
C -2.566 0.556 -2.058 0.07 0.07 0.00
O -1.900 -0.528 -2.339 0.03 -0.15 0.13
H 2.678 3.148 -2.154 0.02 0.01 0.02
H 6.142 3.641 -2.199 -0.04 -0.01 -0.01
H 7.732 1.755 -2.379 0.00 0.00 0.00
H 6.878 -0.576 -2.527 0.00 0.00 0.01
H 4.428 -0.969 -2.488 0.01 0.00 0.00
H -0.299 3.211 -1.787 -0.09 0.01 0.02
H -2.435 3.901 -1.404 -0.01 -0.01 0.00
H -4.868 3.607 -1.189 0.00 -0.01 0.00
H -5.849 1.336 -1.537 0.00 0.00 -0.01
H -4.386 -0.563 -2.092 0.02 -0.01 0.01
N 0.778 -4.621 -1.998 -0.05 -0.13 0.00
C -0.593 -4.682 -1.856 0.06 0.01 0.00
C -1.043 -3.423 -2.079 0.01 0.06 -0.05
N 0.034 -2.614 -2.354 -0.01 0.03 -0.06
C 1.115 -3.355 -2.289 -0.03 -0.02 0.07
H 1.423 -5.376 -1.848 0.00 0.04 0.02
H -1.107 -5.588 -1.595 0.02 0.00 0.00
H -2.039 -3.017 -2.051 0.02 0.01 0.02
H 2.121 -2.992 -2.415 -0.01 0.01 0.04
S 2.042 -1.457 3.700 -0.21 0.10 0.07
P 0.498 -0.988 2.545 0.23 -0.15 -0.13
S 0.663 -1.224 0.575 0.05 -0.11 0.21
C -0.074 0.729 2.860 0.07 0.03 0.11
C 0.197 1.349 4.076 -0.07 0.10 -0.06
C -0.309 2.617 4.340 0.01 -0.04 -0.03
C -1.085 3.271 3.391 0.03 -0.03 0.06
C -1.345 2.659 2.173 0.01 -0.01 -0.01
C -0.839 1.393 1.908 -0.05 0.12 -0.06
C -1.015 -1.884 3.101 0.05 -0.11 0.02
C -1.080 -2.459 4.364 -0.09 -0.02 0.01
C -2.225 -3.138 4.768 0.01 0.02 -0.02
C -3.311 -3.248 3.911 0.03 0.01 0.04
C -3.253 -2.668 2.649 0.03 0.03 -0.01
C -2.109 -1.991 2.247 -0.09 -0.01 0.00
H 0.819 0.832 4.796 -0.01 0.00 0.00
H -0.091 3.096 5.288 -0.01 0.00 -0.01
H -1.483 4.258 3.601 0.02 0.00 -0.01
H -1.941 3.168 1.423 -0.01 -0.03 0.00
H -1.020 0.918 0.949 0.01 0.00 0.04
H -0.218 -2.380 5.017 0.00 -0.01 -0.02
H -2.265 -3.587 5.754 0.00 0.00 -0.01
H -4.199 -3.786 4.223 0.01 0.02 0.00
H -4.099 -2.747 1.976 0.01 0.00 0.00
H -2.047 -1.554 1.256 0.01 -0.04 0.01


4.
72
Properties=species:S:1:pos:R:3:forces:R:3 method="wB97M-V/def2-TZVPD" fmax_ev_per_a=0.820 e_above_lowest_kcal_mol=11.8 total_energy_ev=-134742.617 homo_ev=-7.67
Sc 0.114 1.535 0.354 -0.12 -0.75 -0.32
N 0.239 -0.583 -1.224 -0.06 0.07 -0.15
N 0.911 -1.683 -0.669 0.01 -0.04 -0.09
C 1.334 -1.566 0.595 -0.09 0.06 0.08
N 1.779 -2.618 1.270 0.02 0.01 -0.06
N 1.269 -0.315 1.050 -0.03 0.14 -0.03
N 1.438 -0.009 2.340 -0.07 0.00 0.14
O 0.957 1.102 2.598 -0.01 0.08 0.09
O 1.993 -0.722 3.151 0.01 -0.02 0.01
H -0.757 -0.787 -1.352 -0.05 0.11 0.06
H 0.630 -0.346 -2.130 0.10 0.03 0.06
H 0.794 -2.597 -1.080 -0.05 0.01 0.05
H 1.653 -3.549 0.913 -0.03 0.00 0.01
H 2.100 -2.469 2.215 0.00 0.00 0.00
O -1.831 -2.112 1.044 0.01 -0.07 -0.03
C -2.187 -0.998 1.355 0.04 0.13 -0.06
N -1.553 0.177 0.977 0.29 0.07 0.19
C -2.128 1.211 1.603 0.00 0.04 -0.10
O -1.618 2.349 1.477 0.19 0.08 -0.11
C -3.295 0.773 2.401 -0.04 -0.05 0.00
C -4.206 1.455 3.175 0.01 -0.01 0.00
C -5.195 0.696 3.799 -0.01 0.00 0.01
C -5.244 -0.685 3.645 0.00 0.00 0.00
C -4.309 -1.364 2.864 0.02 0.02 -0.02
C -3.340 -0.608 2.245 -0.06 0.02 0.01
H -4.155 2.529 3.291 0.00 0.01 -0.01
H -5.936 1.187 4.414 -0.01 0.00 0.00
H -6.026 -1.243 4.144 -0.01 0.00 0.01
H -4.344 -2.438 2.744 0.00 -0.01 0.00
S -0.386 6.568 2.847 -0.05 0.03 -0.01
C 0.707 5.469 2.292 0.02 -0.01 -0.03
S 0.636 4.723 0.709 0.01 0.05 0.06
C 2.008 3.706 1.114 -0.14 0.04 -0.01
N 2.496 3.947 2.278 0.06 -0.10 -0.05
N 1.801 4.953 2.908 -0.04 0.01 -0.04
C 2.221 5.259 4.238 0.01 0.02 0.07
C 2.392 6.576 4.634 0.00 -0.02 -0.01
C 2.818 6.839 5.927 0.00 0.01 -0.01
C 3.076 5.799 6.807 0.00 -0.01 0.01
C 2.909 4.484 6.393 0.00 0.00 0.01
C 2.479 4.208 5.106 -0.01 0.01 -0.02
S 2.485 2.431 0.038 0.01 -0.05 0.00
H 2.187 7.379 3.942 0.00 0.00 -0.01
H 2.953 7.865 6.244 0.00 0.01 0.00
H 3.410 6.012 7.813 0.00 0.00 0.01
H 3.112 3.669 7.075 0.00 -0.01 0.01
H 2.350 3.191 4.761 0.00 -0.01 0.00
S -2.996 0.291 -2.198 0.13 -0.01 -0.02
P -2.175 2.011 -2.709 -0.11 -0.14 0.09
S -0.273 2.392 -2.024 -0.07 0.24 0.08
C -3.250 3.400 -2.239 0.08 -0.03 0.04
C -4.433 3.593 -2.948 -0.02 -0.01 0.01
C -5.310 4.597 -2.572 -0.01 -0.01 -0.03
C -5.013 5.410 -1.485 0.02 0.00 0.01
C -3.835 5.221 -0.780 -0.05 0.07 0.02
C -2.954 4.218 -1.158 0.10 0.04 0.01
C -2.017 2.201 -4.511 0.02 0.00 0.06
C -1.523 3.398 -5.028 -0.01 0.01 0.03
C -1.404 3.562 -6.396 0.01 0.01 -0.03
C -1.776 2.534 -7.255 0.01 0.01 -0.01
C -2.266 1.344 -6.742 0.00 0.00 -0.02
C -2.388 1.176 -5.368 -0.02 -0.02 0.01
H -4.669 2.959 -3.794 0.00 -0.02 -0.01
H -6.226 4.747 -3.129 0.00 0.00 0.00
H -5.698 6.196 -1.195 0.00 0.01 0.00
H -3.590 5.859 0.059 0.00 -0.01 0.01
H -2.025 4.090 -0.617 -0.02 -0.04 0.01
H -1.230 4.196 -4.356 0.00 0.00 0.00
H -1.021 4.492 -6.795 0.00 0.01 -0.01
H -1.683 2.665 -8.325 0.00 0.00 -0.01
H -2.558 0.544 -7.409 0.00 -0.01 -0.01
H -2.778 0.256 -4.952 0.00 -0.01 0.01